{
  "formula": "C32H54BCaCl7FKN4O8S",
  "method": "the ωB97M-V functional and the def2-TZVPD basis",
  "total_charge": 2,
  "homo_lumo_gap_ev": 4.203,
  "multiplicity": 1,
  "total_energy_ha": -7093.9013,
  "elements": ["C", "C", "C", "C", "C", "C", "C", "C", "C", "C", "C", "N", "C", "C", "C", "C", "O", "C", "C", "S", "C", "C", "C", "B", "N", "O", "C", "C", "C", "H", "H", "H", "H", "H", "H", "H", "H", "H", "H", "H", "H", "H", "H", "H", "H", "H", "H", "H", "H", "H", "H", "H", "H", "H", "H", "H", "H", "H", "H", "H", "H", "H", "K", "C", "Cl", "Cl", "H", "H", "C", "O", "N", "N", "H", "H", "H", "H", "Cl", "O", "H", "H", "H", "F", "C", "C", "O", "C", "O", "O", "H", "H", "H", "H", "Ca", "C", "Cl", "Cl", "Cl", "Cl", "C", "C", "C", "O", "H", "H", "H", "H", "H", "H", "H", "H"],
  "xyz": [[2.05948, -2.88238, 3.07995], [2.86143, -2.37553, 1.84586], [2.12917, -2.52111, 0.45700], [0.61590, -2.85952, 0.53693], [0.28986, -4.39963, 0.49310], [-0.93906, -4.72168, -0.40725], [-2.28259, -4.24789, 0.24230], [-3.47666, -4.30565, -0.74736], [-4.85778, -3.98488, -0.05630], [-5.58256, -2.71059, -0.60295], [-5.50218, -1.38056, 0.25336], [-4.32719, -1.31765, 1.17040], [-4.69789, -1.17281, 2.52280], [-5.63880, -2.12456, 3.03074], [-6.12269, -2.10195, 4.35366], [-5.68894, -1.12118, 5.27121], [-6.19974, -1.11458, 6.59257], [-4.74542, -0.16492, 4.79173], [-4.26643, -0.19404, 3.46739], [-3.06071, 1.03085, 2.96046], [-2.55254, 0.55047, 1.32410], [-1.48276, 1.26957, 0.76185], [-1.04179, 0.97593, -0.55527], [0.16258, 1.71873, -1.29431], [0.61520, 1.30723, -2.58843], [0.79137, 2.77226, -0.60006], [-1.74104, -0.05917, -1.23734], [-2.79673, -0.80034, -0.62888], [-3.22960, -0.50219, 0.69307], [2.76933, -2.91563, 3.93923], [1.65659, -3.90038, 2.96183], [1.28326, -2.13898, 3.37413], [3.24546, -1.34407, 2.00349], [3.77789, -3.00628, 1.79447], [2.71340, -3.22332, -0.16576], [2.20682, -1.52763, -0.04142], [0.09165, -2.34859, 1.36787], [0.15362, -2.44143, -0.38937], [0.14850, -4.81904, 1.51057], [1.19988, -4.89050, 0.08104], [-0.99429, -5.83546, -0.44494], [-0.79691, -4.33231, -1.43386], [-2.10087, -3.22772, 0.61960], [-2.46669, -4.87622, 1.14293], [-3.27950, -3.72848, -1.66985], [-3.52296, -5.37508, -1.05724], [-5.52347, -4.84565, -0.28403], [-4.70983, -4.00270, 1.03976], [-6.66700, -2.96041, -0.64108], [-5.27109, -2.58333, -1.65799], [-5.43157, -0.55777, -0.49092], [-6.46140, -1.24507, 0.77698], [-6.03985, -2.89919, 2.36476], [-6.86792, -2.84781, 4.67651], [-5.55241, -1.62201, 7.11432], [-4.36149, 0.61051, 5.47449], [-0.95609, 2.07391, 1.30872], [1.63627, 1.52920, -2.59598], [0.57331, 0.28937, -2.66811], [1.48028, 2.38031, -0.03236], [-1.46401, -0.31148, -2.27261], [-3.25278, -1.58055, -1.24698], [-8.18107, -0.00979, 7.05260], [3.11694, 4.81617, 1.10023], [4.21364, 3.44350, 0.92931], [3.98371, 6.29189, 1.54808], [2.61082, 4.97905, 0.15345], [2.38932, 4.59101, 1.87341], [2.73296, -2.02597, -3.16595], [1.65123, -2.54559, -2.93374], [2.97635, -1.31994, -4.30696], [3.77601, -2.08467, -2.31167], [3.85126, -0.86837, -4.50518], [2.21077, -1.24799, -4.95297], [3.63321, -2.57682, -1.44960], [4.66691, -1.66240, -2.48945], [-2.18291, -1.78968, 2.61977], [2.26231, 1.43908, -5.45387], [2.39003, 2.29254, -5.91089], [1.80314, 1.55780, -4.57449], [3.11423, 0.95401, -5.34791], [3.08384, 0.94295, -1.66551], [5.90655, 2.14614, -5.22221], [7.40707, 2.02426, -5.28956], [7.61322, 0.61238, -5.19641], [6.48701, -0.00264, -5.61703], [6.38257, -1.16477, -5.81932], [5.46409, 0.90012, -5.78364], [5.52773, 2.98951, -5.79917], [5.53734, 2.22286, -4.19559], [7.81527, 2.37906, -6.23781], [7.90509, 2.54374, -4.47419], [-1.05734, 1.07890, 4.38475], [-4.81971, -1.89134, 10.49786], [-6.47261, -1.81791, 9.84181], [-3.79277, -2.79608, 9.37298], [-4.19138, -0.24725, 10.68403], [-4.84604, -2.69779, 12.06021], [1.93023, 7.60219, -2.50710], [3.19381, 8.42886, -2.31734], [4.39559, 7.75857, -2.96644], [3.44187, 8.60828, -0.92613], [2.03749, 6.61694, -2.04128], [1.07898, 8.08927, -2.02877], [1.70302, 7.46351, -3.56618], [3.05061, 9.42125, -2.74779], [4.58362, 6.77897, -2.51537], [5.29525, 8.35640, -2.81459], [4.24233, 7.62478, -4.03960], [3.57045, 7.73663, -0.53328]],
  "mulliken_charge": [-0.84, -0.88, -0.49, 0.91, -0.84, -1.06, 0.77, -0.90, -0.69, -0.88, -1.07, 1.04, -1.28, -0.35, -0.72, -0.23, -0.56, -0.47, 2.40, -0.90, 2.99, -1.26, -0.48, 0.39, -0.33, -0.45, -1.12, 0.13, -1.87, 0.45, 0.22, 0.04, 0.37, 0.27, 0.32, 0.03, -0.30, 0.00, 0.28, 0.44, 0.41, 0.33, -1.03, 0.35, 0.44, 0.47, 0.53, 0.32, 0.41, 0.44, 0.37, 0.73, 0.37, 0.45, 0.09, 0.27, 0.35, 0.37, 0.11, 0.23, 0.36, 0.08, 0.99, 0.06, -0.12, -0.19, 0.01, 0.24, 0.63, -0.64, -0.34, -0.17, 0.08, 0.22, 0.19, 0.13, -0.24, -0.32, 0.48, 0.43, 0.43, -0.90, -0.26, -0.44, -0.31, 0.59, -0.49, -0.31, 0.31, 0.31, 0.28, 0.33, 1.48, 0.36, -0.10, -0.09, -0.09, -0.06, -0.95, 0.36, -1.14, -0.47, 0.08, 0.31, 0.36, 0.29, 0.26, 0.32, 0.34, 0.23]
}



{
  "formula": "C36H74Cl2F5N3O17P6",
  "method": "the ωB97M-V functional and the def2-TZVPD basis",
  "total_charge": 0,
  "smiles": "CCP(C)[C@@](C#N)(/C(Cl)=C(/C)Cl)[C@](C#N)(P(N)O)C(F)(F)C(F)(F)F.CCOP(=O)(OCC)OCC.CCOP(=O)(OCC)OCC.CCOP(=O)(OCC)OCC.CCOP(=O)(OCC)OCC",
  "homo_lumo_gap_ev": 8.696,
  "multiplicity": 1,
  "total_energy_ha": -6327.4263,
  "elements": ["C", "C", "P", "C", "C", "C", "N", "C", "Cl", "C", "C", "Cl", "C", "C", "N", "P", "N", "O", "C", "F", "F", "C", "F", "F", "F", "H", "H", "H", "H", "H", "H", "H", "H", "H", "H", "H", "H", "H", "H", "C", "C", "O", "P", "O", "O", "C", "C", "O", "C", "C", "H", "H", "H", "H", "H", "H", "H", "H", "H", "H", "H", "H", "H", "H", "H", "C", "C", "O", "P", "O", "O", "C", "C", "O", "C", "C", "H", "H", "H", "H", "H", "H", "H", "H", "H", "H", "H", "H", "H", "H", "H", "C", "C", "O", "P", "O", "O", "C", "C", "O", "C", "C", "H", "H", "H", "H", "H", "H", "H", "H", "H", "H", "H", "H", "H", "H", "H", "C", "C", "O", "P", "O", "O", "C", "C", "O", "C", "C", "H", "H", "H", "H", "H", "H", "H", "H", "H", "H", "H", "H", "H", "H", "H"],
  "xyz": [[-2.92884, 1.32296, 1.89738], [-1.73796, 0.31208, 1.85388], [-2.07684, -0.81242, 0.40650], [-2.38273, 0.41174, -0.94538], [-0.48115, -1.87007, 0.22473], [-0.17343, -2.11577, 1.66421], [0.07492, -2.31217, 2.78138], [-0.95221, -3.25230, -0.28288], [-1.13582, -4.56707, 0.86056], [-1.30219, -3.54722, -1.52110], [-1.78023, -4.89951, -1.96949], [-1.25768, -2.31992, -2.74673], [0.87879, -1.32299, -0.36997], [1.44393, -0.41469, 0.65818], [1.93723, 0.20781, 1.50544], [0.77048, -0.10369, -1.87873], [2.00369, 1.07759, -1.60965], [1.21468, -0.84822, -3.27658], [1.99062, -2.34809, -0.69544], [3.04082, -1.64339, -1.19920], [1.63742, -3.19081, -1.66890], [2.62433, -3.23061, 0.40997], [1.82551, -4.16139, 0.89197], [3.19272, -2.57078, 1.39563], [3.62555, -3.89562, -0.20703], [-2.93474, 1.75780, 2.89477], [-2.69530, 2.13527, 1.21448], [-3.88747, 0.85532, 1.68750], [-1.76970, -0.23436, 2.78869], [-0.84468, 0.91720, 1.71365], [-2.17406, 0.06105, -1.94440], [-1.73190, 1.27464, -0.78280], [-3.39894, 0.78363, -0.83624], [-2.54288, -5.29525, -1.30968], [-2.21740, -4.83968, -2.96309], [-0.90947, -5.54897, -2.04477], [2.87500, 0.74823, -2.02587], [1.70817, 1.84534, -2.20510], [2.12524, -0.66304, -3.53160], [-2.78566, -7.27663, -9.58667], [-2.25824, -7.30961, -8.16307], [-1.18888, -6.39431, -7.96483], [-1.49435, -4.78382, -7.96972], [-2.45405, -4.57482, -6.84960], [-0.10072, -4.22778, -7.33193], [-0.09107, -3.49269, -6.10719], [0.07784, -4.40578, -4.91105], [-0.86626, -4.51376, -9.48281], [-1.67421, -3.94708, -10.52235], [-2.57513, -2.82569, -10.04550], [-3.31126, -6.33520, -9.78108], [-3.49059, -8.09001, -9.76079], [-1.96734, -7.35707, -10.30275], [-3.06327, -7.10889, -7.45030], [-1.86565, -8.30265, -7.94404], [-0.99243, -2.88606, -6.01660], [0.75023, -2.79913, -6.15875], [-0.58910, -5.26714, -4.95751], [-0.11848, -3.85570, -3.98691], [1.09566, -4.80062, -4.87490], [-2.26480, -4.73347, -11.00098], [-0.98940, -3.56384, -11.27982], [-3.29347, -3.18300, -9.29779], [-3.13992, -2.41196, -10.88052], [-1.98831, -2.02874, -9.58629], [5.39202, 3.48897, -9.36360], [5.85473, 3.62293, -7.92369], [5.07841, 2.82975, -7.03401], [5.21613, 1.19824, -7.08083], [6.64310, 0.92364, -6.76071], [4.47629, 0.81286, -5.67498], [5.17141, 0.12651, -4.63779], [5.82353, 1.09687, -3.67088], [3.77665, 0.94188, -7.86157], [3.73553, 0.25617, -9.12096], [4.66815, -0.93580, -9.19101], [5.62742, 2.49226, -9.75286], [5.88960, 4.21868, -10.00278], [4.31335, 3.63053, -9.43667], [6.91321, 3.36309, -7.83419], [5.74224, 4.65773, -7.60048], [5.89881, -0.56866, -5.05376], [4.43212, -0.47814, -4.10275], [6.37305, 1.87869, -4.19243], [6.50852, 0.57397, -3.00233], [5.06524, 1.59783, -3.06446], [3.95197, 0.95888, -9.93058], [2.70779, -0.07978, -9.26306], [5.71493, -0.62924, -9.07429], [4.57199, -1.43644, -10.15389], [4.44161, -1.64974, -8.39777], [-2.46556, 0.47023, 10.24269], [-1.70579, 1.03032, 9.05307], [-0.53973, 0.27516, 8.75710], [-0.69676, -1.23129, 8.12835], [-1.42669, -1.02882, 6.84508], [0.82775, -1.48948, 7.62098], [1.11927, -1.72101, 6.23848], [1.42057, -0.42624, 5.51307], [-0.32204, -2.02559, 9.54001], [-1.24488, -2.94843, 10.12954], [-1.94387, -3.83527, 9.11850], [-2.92754, -0.49016, 9.98764], [-3.26190, 1.14833, 10.55126], [-1.79363, 0.30452, 11.08533], [-2.35244, 1.08450, 8.17191], [-1.37701, 2.04462, 9.28138], [0.30585, -2.26226, 5.75863], [1.99403, -2.37247, 6.20123], [0.68433, 0.34660, 5.73529], [1.44228, -0.58626, 4.43464], [2.39032, -0.03243, 5.82400], [-1.97886, -2.40367, 10.73088], [-0.67199, -3.56912, 10.81977], [-2.54898, -3.24345, 8.42128], [-2.60687, -4.53715, 9.62413], [-1.21636, -4.39684, 8.53079], [-1.47433, 9.19966, 9.21697], [-0.56465, 8.13645, 8.62660], [-1.21184, 6.87611, 8.51732], [-2.40616, 6.67580, 7.41225], [-1.75932, 6.94369, 6.09809], [-2.52226, 5.04987, 7.41113], [-2.28128, 4.28753, 6.22726], [-0.82676, 3.87509, 6.11679], [-3.64549, 6.72478, 8.51698], [-4.68612, 7.70413, 8.40998], [-5.15147, 7.94033, 6.98722], [-2.26943, 9.46208, 8.51037], [-0.91727, 10.11017, 9.43983], [-1.94542, 8.83911, 10.13188], [-0.18757, 8.45247, 7.64975], [0.29606, 7.99141, 9.27957], [-2.60608, 4.83682, 5.34391], [-2.90846, 3.39597, 6.29054], [-0.14649, 4.70539, 6.30273], [-0.61494, 3.46965, 5.12608], [-0.59470, 3.10982, 6.86016], [-4.35747, 8.64320, 8.86467], [-5.52263, 7.34135, 9.00851], [-4.33840, 8.32844, 6.36195], [-5.96303, 8.66738, 6.96954], [-5.50043, 7.01004, 6.53668]],
  "mulliken_charge": [-1.44, -0.21, -0.34, -1.04, 3.65, -1.85, -0.32, -0.85, -0.17, 0.72, -1.83, -0.12, 1.12, -0.89, -0.59, 0.36, -0.50, -0.42, 0.81, -0.32, -0.23, 0.35, -0.18, -0.23, -0.30, 0.35, 0.35, 0.41, 0.44, 0.24, 0.40, 0.30, 0.39, 0.57, 0.36, 0.34, 0.16, 0.37, 0.17, -0.96, -0.34, -0.36, 1.18, -0.76, -0.42, -0.56, 0.03, -0.35, -0.21, -1.10, 0.20, 0.43, 0.25, 0.26, 0.35, 0.33, 0.36, 0.29, -0.53, 0.32, 0.22, 0.32, 0.34, 0.40, 0.29, -0.96, -0.32, -0.35, 1.01, -0.77, -0.23, -0.21, -1.19, -0.33, -0.24, -1.12, 0.21, 0.43, 0.25, 0.27, 0.34, 0.38, 0.24, 0.35, 0.36, 0.27, 0.22, 0.33, 0.37, 0.40, 0.29, -1.23, -0.14, -0.36, 1.12, -0.73, -0.37, -0.42, -0.55, -0.34, -0.21, -1.11, 0.23, 0.44, 0.31, 0.23, 0.35, 0.30, 0.41, 0.06, 0.09, 0.33, 0.22, 0.32, 0.35, 0.39, 0.31, -0.96, -0.34, -0.33, 1.11, -0.77, -0.32, -0.45, -0.81, -0.31, -0.22, -1.14, 0.20, 0.43, 0.26, 0.27, 0.34, 0.33, 0.38, 0.29, 0.32, 0.11, 0.23, 0.31, 0.36, 0.39, 0.30]
}



{
  "formula": "C20H45N6O8",
  "method": "the ωB97M-V functional and the def2-TZVPD basis",
  "total_charge": -1,
  "relative_energy_kj_mol": 1599.19,
  "homo_lumo_gap_ev": 5.385,
  "multiplicity": 1,
  "total_energy_ha": -1719.0542,
  "elements": ["C", "C", "O", "O", "H", "H", "H", "C", "C", "O", "N", "C", "H", "H", "H", "H", "H", "H", "H", "C", "C", "O", "N", "C", "H", "H", "H", "H", "H", "H", "H", "C", "C", "O", "N", "C", "H", "H", "H", "H", "H", "H", "H", "C", "C", "O", "N", "C", "H", "H", "H", "H", "H", "H", "H", "C", "C", "O", "N", "C", "H", "H", "H", "H", "H", "H", "H", "C", "C", "O", "N", "C", "H", "H", "H", "H", "H", "H", "H"],
  "xyz": [[-0.91110, -1.40997, -1.06708], [0.56545, -1.11948, -0.96124], [0.96128, 0.08177, -1.03238], [1.41989, -2.02852, -0.94416], [-1.39213, -0.68848, -0.40667], [-1.16777, -2.34345, -0.56624], [-1.23961, -1.52603, -2.09990], [0.61454, 2.00881, 0.48282], [-0.09492, 3.28884, 0.00518], [-0.19571, 4.22948, 0.79268], [-0.72129, 3.23857, -1.14603], [-1.24830, 4.41998, -1.82060], [1.28005, 1.53970, -0.24184], [-0.21022, 1.33405, 0.71211], [1.13181, 2.18929, 1.42513], [-0.60373, 2.40695, -1.70700], [-0.47537, 5.01640, -2.30533], [-1.77562, 4.95239, -1.02904], [-1.82656, 4.01007, -2.64866], [0.91883, 2.11177, -2.57067], [2.36590, 1.80493, -2.30651], [2.72696, 0.66398, -1.83535], [3.18552, 2.81130, -2.61863], [4.67570, 2.80639, -2.31678], [0.73032, 1.99118, -3.63745], [0.82943, 3.18930, -2.70861], [0.18203, 1.50937, -2.03932], [2.76490, 3.65097, -2.99028], [4.86402, 3.43122, -1.44372], [5.01246, 3.20987, -3.27171], [5.07439, 1.81213, -2.11533], [2.47392, 1.16158, 3.08150], [1.63079, 0.31546, 2.14596], [1.89589, 0.53283, 0.91761], [0.62864, -0.38849, 2.60162], [-0.28978, -1.18659, 1.75220], [2.98103, 2.03780, 2.67755], [3.12860, 0.45418, 3.59050], [1.84192, 1.55815, 3.87611], [0.35098, -0.24353, 3.56182], [-0.18394, -0.86104, 0.71736], [-1.35110, -1.25116, 1.99209], [-0.10772, -2.25010, 1.59761], [-1.50321, 0.87217, -3.56945], [-2.32340, 1.26894, -2.42934], [-3.48866, 1.66138, -2.66574], [-1.76420, 1.15206, -1.20012], [-2.36960, 1.46107, 0.06600], [-2.15640, 0.96666, -4.43691], [-1.18007, -0.16284, -3.45789], [-0.65661, 1.51797, -3.80250], [-0.99645, 0.49742, -1.15415], [-3.43753, 1.31353, -0.09473], [-2.13026, 2.41356, 0.53887], [-2.01194, 0.70117, 0.76078], [1.55666, -3.87931, 0.05501], [1.98172, -3.03761, 1.14243], [2.51347, -1.98522, 0.70293], [1.98638, -3.40182, 2.41044], [2.51269, -2.63064, 3.53746], [2.03339, -3.76668, -0.91872], [0.54130, -3.51582, -0.10315], [1.62608, -4.92697, 0.34775], [1.47007, -4.24675, 2.60950], [1.75526, -1.95762, 3.93927], [3.43182, -2.12278, 3.24530], [2.79079, -3.33624, 4.32034], [-3.13546, -2.44099, -0.44998], [-2.74269, -2.78292, 0.91176], [-1.62380, -3.01914, 1.26179], [-3.83051, -2.83332, 1.67263], [-3.79583, -3.20955, 3.14021], [-2.81994, -3.17936, -1.18710], [-2.63699, -1.48016, -0.57817], [-4.14044, -2.06392, -0.63954], [-4.62877, -2.32683, 1.31718], [-3.53488, -4.26166, 3.25457], [-4.70523, -3.12710, 3.73544], [-3.02715, -2.60255, 3.61853]],
  "mulliken_charge": [-2.75, -0.26, 0.61, -0.76, 0.12, 0.62, 0.36, 0.01, -0.20, -0.82, 0.50, -1.21, 0.26, 0.00, 0.61, -0.56, 0.29, 0.35, 0.29, -0.56, 0.16, -0.59, -0.21, -0.95, 1.07, 0.44, -0.89, 0.26, 0.28, 0.39, 0.27, -1.91, 0.66, -0.50, 0.24, -1.65, 0.24, 0.48, 0.39, 0.38, 1.02, 0.64, 0.53, -0.61, 0.91, -0.80, 1.27, -1.48, 0.47, 0.14, -0.07, 0.13, 0.51, 0.19, 0.43, -1.41, 0.60, -0.45, -0.01, -0.83, 0.22, 0.28, 0.45, 0.20, 0.25, 0.22, 0.43, -0.28, 0.51, -0.54, -0.27, -0.85, 0.17, -0.06, 0.50, 0.23, 0.26, 0.34, 0.26]
}